# C5H8N

C5H8N as an isolated structure in a non-equilibrium geometry (the ωB97M-V functional and the def2-TZVPD basis, OMol25).

Summary:
Net charge   +1
Spin multiplicity   3
Largest force on an atom   12.0 eV Å⁻¹
Energy above the lowest of the compared OMol25 structures with the same formula, charge and spin   512.6 kJ/mol
Orbital gap (spin up / spin down)   8.9 / 8.0 eV

CARTESIAN COORDINATES (ANGSTROEM)
C  -0.19590  -0.69407  0.00531
C  -0.74112  -0.53740  1.39736
C  0.57139  -1.04901  -1.18201
C  -0.45722  0.99708  1.21927
C  0.54619  0.50409  -1.46520
N  0.10236  0.54350  -0.08319
H  -1.80378  -0.89360  1.52766
H  -0.10840  -0.77495  2.16632
H  1.60036  -1.24830  -0.88244
H  0.14069  -1.74662  -1.84678
H  -1.28757  1.61895  1.35095
H  0.35769  1.38083  1.73281
H  1.38731  1.09234  -1.62273
H  -0.11201  0.80716  -2.31733

# C5H8N2

A single C5H8N2 molecule (the ωB97M-V functional and the def2-TZVPD basis, OMol25).

Summary:
Net charge   0
Largest force on an atom   0.7 eV Å⁻¹
Energy above the lowest of the compared OMol25 structures with the same formula, charge and spin   471.3 kJ/mol
Orbital gap   8.7 eV

CARTESIAN COORDINATES (ANGSTROEM)
C  2.26132  -0.66297  -1.45204
N  1.14146  -0.63080  -0.48783
C  0.11584  0.41242  -0.92794
C  -1.01863  0.28607  -0.31333
C  -1.86914  0.86333  1.82018
C  -1.61781  -0.17296  0.76222
N  0.98259  -1.43459  0.39346
H  1.85829  -0.95843  -2.42599
H  2.97653  -1.39702  -1.08844
H  2.69990  0.33481  -1.52853
H  0.41908  1.07707  -1.72732
H  -2.91739  1.15494  1.69775
H  -1.26077  1.74558  1.59690
H  -1.70447  0.54512  2.85144
H  -2.06679  -1.16256  0.82946

# C5H8N2

A single C5H8N2 molecule (the ωB97M-V functional and the def2-TZVPD basis, OMol25).

Summary:
Net charge   0
SMILES   CCn1ccnc1
Largest force on an atom   0.3 eV Å⁻¹
Energy above the lowest of the compared OMol25 structures with the same formula, charge and spin   36.4 kJ/mol
Orbital gap   9.8 eV

CARTESIAN COORDINATES (ANGSTROEM)
C  -0.42335  -1.64627  -0.37977
C  0.92520  -0.92927  -0.40937
N  0.66625  0.45206  -0.01349
C  0.11860  0.73138  1.22442
C  -0.72074  1.78727  1.04195
N  -0.72153  2.18143  -0.28116
C  0.09822  1.35478  -0.87326
H  -0.75958  -1.76993  0.65423
H  -1.14267  -0.99891  -0.89045
H  -0.41506  -2.62160  -0.86632
H  1.35973  -0.92906  -1.41391
H  1.66290  -1.37103  0.27061
H  0.36084  0.13023  2.09103
H  -1.33814  2.28355  1.77854
H  0.32932  1.34538  -1.93306

# C5H8N2

A single C5H8N2 molecule in a non-equilibrium geometry (the ωB97M-V functional and the def2-TZVPD basis, OMol25).

Summary:
Net charge   0
Largest force on an atom   1.3 eV Å⁻¹
Energy above the lowest of the compared OMol25 structures with the same formula, charge and spin   495.3 kJ/mol
Orbital gap   8.5 eV

CARTESIAN COORDINATES (ANGSTROEM)
C  1.42443  0.44406  -0.50200
C  -0.72787  0.74779  -0.92820
C  -0.99223  -0.64155  -0.52281
C  -0.69020  -1.76323  -1.40844
N  -0.46441  -2.63263  -2.13711
N  0.14067  0.01392  0.19031
C  -0.13333  0.30442  1.62999
H  1.56417  -0.08805  -1.45303
H  1.49954  1.52510  -0.77317
H  2.20388  0.20994  0.20157
H  -1.32648  1.44378  -0.34688
H  -1.82591  -0.85580  0.15133
H  -1.18569  0.60920  1.75991
H  0.48994  1.15089  1.91334
H  0.06479  -0.53016  2.32035

# C5H8N2

A 2-piece molecular cluster, C5H8N2 overall in a non-equilibrium geometry (the ωB97M-V functional and the def2-TZVPD basis, OMol25).

Summary:
Net charge   0
SMILES   CC1C=C1.N=C=N
Largest force on an atom   5.5 eV Å⁻¹
Energy above the lowest of the compared OMol25 structures with the same formula, charge and spin   433.0 kJ/mol
Orbital gap   9.7 eV

CARTESIAN COORDINATES (ANGSTROEM)
C  0.35400  0.11819  -2.37480
C  -0.36479  -0.23847  -1.05460
C  0.33065  -1.45270  -0.40657
C  0.29617  -0.33208  0.23644
H  -0.32716  0.21546  -3.25059
H  1.23825  -0.59200  -2.47775
H  0.81074  1.09647  -2.28959
H  -1.43792  -0.25479  -1.26973
H  0.77828  -2.41698  -0.60427
H  0.62701  0.21948  1.11421
N  -1.68568  0.65898  4.02600
C  -0.63564  0.17774  3.58666
N  0.35183  -0.10175  2.99258
H  -2.58208  0.53330  3.63083
H  1.06339  -0.62654  3.44278

# C5H8N2

A 3-piece molecular cluster, C5H8N2 overall in a non-equilibrium geometry (the ωB97M-V functional and the def2-TZVPD basis, OMol25).

Summary:
Net charge   0
Largest force on an atom   1.1 eV Å⁻¹
Energy above the lowest of the compared OMol25 structures with the same formula, charge and spin   531.1 kJ/mol
Orbital gap   8.9 eV

CARTESIAN COORDINATES (ANGSTROEM)
C  -1.97200  0.11821  0.08205
C  -0.54062  -0.12520  -0.24560
C  0.58424  0.73515  -0.71652
C  0.64337  2.17220  -0.48165
N  0.64444  3.31698  -0.31102
N  0.59018  -0.09129  0.47714
C  1.46791  -0.98984  0.91516
H  -2.12865  1.11390  0.51778
H  -2.57125  0.04743  -0.82977
H  -2.33440  -0.63662  0.78580
H  0.04334  -1.71004  -0.79984
H  1.16576  0.38647  -1.57445
H  0.75911  -2.05093  -0.50032
H  1.13943  -1.65044  1.71130
H  2.51968  -0.73252  0.84918

# C5H8N2

A single C5H8N2 molecule in a non-equilibrium geometry (the ωB97M-V functional and the def2-TZVPD basis, OMol25).

Summary:
Net charge   0
SMILES   CC1(C)N[C@H]1C#N
Largest force on an atom   1.3 eV Å⁻¹
Energy above the lowest of the compared OMol25 structures with the same formula, charge and spin   169.4 kJ/mol
Orbital gap   10.7 eV

CARTESIAN COORDINATES (ANGSTROEM)
C  1.61843  0.18147  -0.07328
C  0.12215  0.15526  0.15753
C  -0.31661  0.80972  1.45908
N  -0.84806  0.56095  -0.85341
C  -0.89803  -0.83047  -0.33299
C  -0.95370  -1.73043  -1.46302
N  -1.25185  -2.32445  -2.41357
H  2.15241  -0.13091  0.83109
H  1.92672  1.21673  -0.26130
H  1.97524  -0.43668  -0.90029
H  -0.05210  1.86922  1.40499
H  -1.40701  0.77212  1.50747
H  0.10489  0.37876  2.37441
H  -0.44704  0.52150  -1.79411
H  -1.72545  -1.01280  0.35740

# C5H8N2

A 2-piece molecular cluster, C5H8N2 overall in a non-equilibrium geometry (the ωB97M-V functional and the def2-TZVPD basis, OMol25).

Summary:
Net charge   0
SMILES   [H]/N=C\C(=C)C#N.C
Largest force on an atom   3.3 eV Å⁻¹
Energy above the lowest of the compared OMol25 structures with the same formula, charge and spin   210.4 kJ/mol
Orbital gap   9.8 eV

CARTESIAN COORDINATES (ANGSTROEM)
H  -1.94604  -1.25932  -0.69401
N  -1.05431  -1.07578  -0.25906
C  -0.20921  -0.20365  -0.59504
C  -0.20337  0.73198  -1.72249
C  0.67942  1.72498  -1.89546
C  -1.27684  0.58942  -2.69587
N  -1.97618  0.60748  -3.61544
H  0.69339  -0.22266  0.05463
H  1.57613  1.84501  -1.26422
H  0.53366  2.48336  -2.71906
C  0.63992  -1.04893  3.12475
H  0.25602  -0.17294  2.44777
H  0.17276  -1.95623  2.79151
H  0.38890  -0.82529  4.12054
H  1.72576  -1.21743  2.92149

# C5H8N2

A single C5H8N2 molecule (the ωB97M-V functional and the def2-TZVPD basis, OMol25).

Summary:
Net charge   0
SMILES   Cc1c[nH]c(N)c1
Largest force on an atom   0.5 eV Å⁻¹
Energy above the lowest of the compared OMol25 structures with the same formula, charge and spin   163.6 kJ/mol
Orbital gap   8.4 eV

CARTESIAN COORDINATES (ANGSTROEM)
C  -2.07153  -0.41320  -0.26983
C  -1.01274  0.40234  0.43778
C  -0.39863  1.53099  -0.05888
N  0.96545  1.28075  -0.11008
C  1.19579  -0.00173  0.33582
N  2.24493  -0.80055  -0.13701
C  0.03315  -0.46834  0.86460
H  -1.48127  -0.93190  -1.04466
H  -2.48975  -1.21199  0.34985
H  -2.84727  0.14350  -0.78897
H  -0.77763  2.49104  -0.38924
H  1.60116  1.80499  -0.68764
H  3.17722  -0.60208  0.18716
H  2.00499  -1.77040  0.03211
H  -0.14387  -1.45343  1.27898